1.
Molecular formula: C4H8FOP
Method: DFT, the ωB97M-V functional and the def2-TZVPD basis

## Properties
Lowest unoccupied orbital energy (spin up / spin down) ... -1.42 / -0.68 eV
Frontier orbital gap (spin up / spin down) ... 7.20 / 8.39 eV
Net charge ... 0
Highest occupied orbital energy (spin up / spin down) ... -8.62 / -9.07 eV
Energy relative to the best compared isomer or geometry (same formula, charge and spin) ... 474.74 kJ/mol
Maximum force ... 4.86 eV/Å
DFT total energy ... -673.52081 a.u.
Molecular weight ... 122.1 g/mol
Multiplicity ... 1

```
15
Properties=species:S:1:pos:R:3:forces:R:3
C -0.31595 0.40504 -1.01308 1.955 2.636 2.058
C 0.73481 1.42141 -1.28120 2.754 -1.853 -0.767
C -1.60293 -1.12497 0.30053 -1.562 -1.449 3.147
C -0.82027 0.07468 0.30645 1.152 1.697 -0.068
O -0.69738 -0.24419 -1.91155 -1.628 -2.807 -3.622
F -0.83142 1.03222 1.28835 -0.206 -1.213 -0.887
P 2.02855 -0.87883 1.09368 -0.228 -1.447 1.517
H 1.71938 1.04058 -0.75150 -1.715 0.826 -1.312
H 0.87707 1.54873 -2.40382 -0.075 -0.392 1.588
H 0.52640 2.33212 -0.86312 -0.525 2.437 1.175
H -2.17169 -1.27493 -0.60527 0.067 0.025 -0.155
H -0.92636 -1.97026 0.49806 -0.319 -0.037 -0.452
H -2.28601 -1.13372 1.18693 0.319 0.040 -0.665
H 1.93793 -1.59152 2.47704 0.031 0.969 -1.868
H 1.82786 0.36365 1.67850 -0.021 0.568 0.311
```
Positions in Å, forces in eV/Å.

Now the Löwdin charges, all in e:
1 C -0.535
2 C -0.020
3 C -0.051
4 C -0.283
5 O 0.102
6 F 0.042
7 P 0.625
8 H 0.067
9 H 0.115
10 H 0.038
11 H 0.090
12 H 0.089
13 H 0.109
14 H -0.152
15 H -0.237

2.
Molecular formula: C4H8IN2
Method: DFT, the ωB97M-V functional and the def2-TZVPD basis

## Properties
Lowest unoccupied orbital energy ... -3.40 eV
Frontier orbital gap ... 8.59 eV
Net charge ... +1
Highest occupied orbital energy ... -11.99 eV
Energy relative to the best compared isomer or geometry (same formula, charge and spin) ... 468.23 kJ/mol
Maximum force ... 6.19 eV/Å
DFT total energy ... -564.00117 a.u.
Molecular weight ... 211.0 g/mol
Multiplicity ... 1

```
15
Properties=species:S:1:pos:R:3:forces:R:3
C -0.26892 -0.67492 -0.37652 0.317 0.994 -0.592
C 2.34701 -2.59805 0.10050 -6.020 0.958 -1.078
C 1.04363 -0.72531 -0.21300 1.000 -2.032 0.545
C -1.20258 0.50997 -0.56000 -0.057 0.950 -1.217
N 3.47452 -2.36356 0.05180 2.331 -1.443 0.096
N -0.79238 1.55297 0.41330 0.617 2.103 2.126
I 2.38023 0.85707 -0.02101 0.313 0.388 -0.326
H -0.81894 -1.58946 -0.28506 -0.084 -0.641 -0.239
H 1.44332 -3.25279 -0.00093 1.655 0.257 0.724
H -2.18442 0.05980 -0.30729 0.217 1.216 -0.228
H -1.24156 1.19568 -1.49373 0.095 -2.253 0.670
H 3.96052 -1.56498 -0.24479 0.950 1.525 0.013
H -1.07110 2.56700 0.23789 -0.547 -1.777 0.200
H 0.28447 1.72144 0.41924 -1.382 -1.074 0.076
H -1.09955 1.23530 1.36478 0.595 0.827 -0.770
```
Positions in Å, forces in eV/Å.

Now the Löwdin charges, all in e:
1 C -0.280
2 C -0.001
3 C -0.620
4 C -0.183
5 N 0.162
6 N 0.071
7 I 0.958
8 H 0.085
9 H 0.127
10 H 0.132
11 H 0.164
12 H 0.032
13 H 0.192
14 H -0.021
15 H 0.183

3.
Molecular formula: C4H8INOS
Method: DFT, the ωB97M-V functional and the def2-TZVPD basis

## Properties
Lowest unoccupied orbital energy ... 0.06 eV
Frontier orbital gap ... 9.33 eV
Net charge ... 0
Highest occupied orbital energy ... -9.27 eV
Energy relative to the best compared isomer or geometry (same formula, charge and spin) ... 12.87 kJ/mol
Maximum force ... 4.33 eV/Å
DFT total energy ... -983.04130 a.u.
Molecular weight ... 245.1 g/mol
Multiplicity ... 1

```
16
Properties=species:S:1:pos:R:3:forces:R:3
H -1.75801 -0.25455 2.81822 0.705 -0.169 -0.237
N -1.09968 -0.27927 2.02716 -1.750 1.179 0.700
C -0.55019 -1.34243 1.75184 1.864 -0.948 -0.672
I -0.42549 -3.05103 3.13119 -0.196 0.430 -0.651
S 0.52047 -1.49702 0.31299 -0.476 -0.648 0.786
C 0.52458 0.30531 -0.36104 -1.511 -2.547 -2.601
C -0.86672 0.54522 -0.91527 -1.739 3.051 -0.209
C 1.47855 0.22041 -1.51063 -1.361 1.534 -2.024
O 0.94362 1.08391 0.58729 -0.756 3.390 2.584
H -1.72541 0.61761 -0.22873 0.633 -1.057 0.364
H -1.09630 -0.13343 -1.71274 -0.107 -0.342 -0.328
H -1.04361 1.62637 -1.31434 1.235 -1.524 0.068
H 2.46089 0.37502 -1.20048 1.832 -0.780 0.611
H 1.37830 1.04899 -2.30517 -0.524 -0.841 1.391
H 1.17698 -0.66873 -2.02979 0.881 -0.736 -0.486
H 0.08204 1.40363 0.94948 1.271 0.007 0.703
```
Positions in Å, forces in eV/Å.

Now the Löwdin charges, all in e:
1 H 0.074
2 N -0.007
3 C -1.136
4 I 0.673
5 S 0.872
6 C -0.917
7 C -0.104
8 C -0.091
9 O -0.001
10 H 0.070
11 H 0.073
12 H 0.123
13 H 0.066
14 H 0.126
15 H 0.062
16 H 0.118

4.
Molecular formula: C4H8IO2P
Method: DFT, the ωB97M-V functional and the def2-TZVPD basis

## Properties
Lowest unoccupied orbital energy ... 0.28 eV
Frontier orbital gap ... 9.29 eV
Net charge ... 0
Highest occupied orbital energy ... -9.01 eV
Energy relative to the best compared isomer or geometry (same formula, charge and spin) ... 71.47 kJ/mol
Maximum force ... 3.54 eV/Å
DFT total energy ... -946.75694 a.u.
Molecular weight ... 246.0 g/mol
Multiplicity ... 1

```
16
Properties=species:S:1:pos:R:3:forces:R:3
C -0.55915 -1.16076 2.53739 -2.230 0.454 2.391
C -0.03839 0.12235 2.04006 -2.166 1.095 -2.571
P -0.88727 0.82710 0.38008 1.099 -1.231 1.119
I 0.59092 2.70827 0.36747 0.354 1.053 0.097
O -0.06440 -0.05474 -0.81464 0.024 0.040 -0.597
C -0.13632 0.49154 -2.08648 -0.927 0.253 1.091
C 0.73937 -0.15350 -3.07277 0.197 -2.794 -0.983
O -0.81676 1.45911 -2.28814 -0.097 -0.052 -0.178
H -1.70785 -1.17200 2.42771 1.661 -0.050 0.519
H -0.22306 -2.04415 2.11962 0.945 -1.603 -1.348
H -0.25051 -1.23693 3.62550 -0.776 -0.003 -0.955
H 0.98355 0.32882 2.12016 1.667 -0.108 -0.306
H -0.51012 0.90447 2.59158 -0.333 0.717 0.966
H 1.19117 -1.09578 -2.60692 -0.399 1.427 -0.748
H 1.51188 0.57830 -3.30723 0.065 -0.201 -0.257
H 0.17693 -0.50210 -4.03340 0.915 1.003 1.760
```
Positions in Å, forces in eV/Å.

Now the Löwdin charges, all in e:
1 C -0.187
2 C -0.503
3 P 0.626
4 I 0.536
5 O -0.385
6 C -0.683
7 C -0.001
8 O 0.004
9 H 0.100
10 H 0.032
11 H 0.095
12 H 0.021
13 H 0.018
14 H 0.107
15 H 0.091
16 H 0.130

5.
Molecular formula: C4H8IP
Method: DFT, the ωB97M-V functional and the def2-TZVPD basis

## Properties
Lowest unoccupied orbital energy (spin up / spin down) ... -0.40 / -0.40 eV
Frontier orbital gap (spin up / spin down) ... 7.69 / 7.69 eV
Net charge ... 0
Highest occupied orbital energy (spin up / spin down) ... -8.08 / -8.08 eV
Energy relative to the best compared isomer or geometry (same formula, charge and spin) ... 146.80 kJ/mol
Maximum force ... 3.61 eV/Å
DFT total energy ... -796.15771 a.u.
Molecular weight ... 214.0 g/mol
Multiplicity ... 1

```
14
Properties=species:S:1:pos:R:3:forces:R:3
C -1.08021 0.96209 -0.53678 -0.531 0.357 -0.258
C -0.34156 0.29564 0.29934 2.908 -1.330 -1.678
C -2.22971 1.86600 -0.17804 0.060 -0.141 0.097
C 1.76954 -2.30395 0.24568 0.170 0.201 -0.101
P 1.82513 -0.84416 -0.89609 -2.599 0.775 1.525
I 3.53907 0.45026 0.21838 0.105 0.098 0.083
H -0.89985 0.88537 -1.60003 0.160 -0.070 -0.147
H -0.27439 0.21595 1.36105 -0.008 -0.001 0.497
H -2.15156 2.78326 -0.75969 -0.064 0.087 0.033
H -3.17330 1.38406 -0.43208 -0.099 0.047 -0.023
H -2.23373 2.11353 0.88066 -0.043 0.008 0.050
H 1.73454 -1.98890 1.28574 -0.009 -0.030 0.019
H 2.64128 -2.94176 0.09712 0.059 0.024 -0.028
H 0.87474 -2.87738 0.01474 -0.108 -0.024 -0.070
```
Positions in Å, forces in eV/Å.

Now the Löwdin charges, all in e:
1 C -0.310
2 C -0.041
3 C -0.111
4 C -0.527
5 P 0.381
6 I 0.252
7 H 0.079
8 H 0.026
9 H 0.071
10 H 0.072
11 H 0.070
12 H 0.005
13 H 0.016
14 H 0.017

6.
Molecular formula: C4H8LiO3
Method: DFT, the ωB97M-V functional and the def2-TZVPD basis

## Properties
<S²> ... 0.75
Lowest unoccupied orbital energy (spin up / spin down) ... -0.39 / -0.54 eV
Frontier orbital gap (spin up / spin down) ... 7.26 / 7.76 eV
Net charge ... 0
Highest occupied orbital energy (spin up / spin down) ... -7.64 / -8.30 eV
Energy relative to the best compared isomer or geometry (same formula, charge and spin) ... 62.87 kJ/mol
Maximum force ... 2.56 eV/Å
DFT total energy ... -390.39009 a.u.
Molecular weight ... 111.0 g/mol
Multiplicity ... 2

```
16
Properties=species:S:1:pos:R:3:forces:R:3
O -0.22617 -0.62586 0.79587 1.033 -0.248 0.744
O -2.40412 -1.20228 0.54865 1.869 1.526 -0.865
C -1.49271 -0.44812 0.28766 -1.997 -1.451 0.127
O -0.46990 -0.72348 -1.66919 0.672 -0.219 0.288
C -0.93939 0.01627 -2.74218 -0.649 -0.033 0.101
C 0.24496 0.46315 1.61932 -0.419 0.300 -0.155
C 1.74049 0.35922 1.79378 -0.100 0.027 0.272
H -0.71585 1.09890 -2.64448 0.056 -0.294 -0.124
H -0.55505 -0.34111 -3.71527 0.041 0.124 0.216
H -2.04296 -0.06646 -2.79422 0.235 0.096 -0.136
H 0.02339 1.41751 1.11875 -0.213 -0.291 0.133
H -0.32195 0.38761 2.55612 0.340 0.268 -0.063
H 2.21971 0.43296 0.80563 0.063 -0.219 0.338
H 2.08903 1.21691 2.38496 -0.067 -0.205 -0.159
H 2.01116 -0.54936 2.34784 0.110 0.140 -0.372
Li 0.83935 -1.43587 -0.69325 -0.977 0.477 -0.345
```
Positions in Å, forces in eV/Å.

Now the Löwdin charges, all in e:
1 O -0.204
2 O 0.082
3 C -0.257
4 O -0.466
5 C -0.293
6 C -0.243
7 C -0.074
8 H 0.064
9 H 0.061
10 H 0.069
11 H 0.130
12 H 0.131
13 H 0.080
14 H 0.087
15 H 0.084
16 Li 0.749

7.
Molecular formula: C4H8N
Method: DFT, the ωB97M-V functional and the def2-TZVPD basis

## Properties
Lowest unoccupied orbital energy ... -6.64 eV
Frontier orbital gap ... 8.64 eV
Net charge ... +1
Highest occupied orbital energy ... -15.28 eV
Energy relative to the best compared isomer or geometry (same formula, charge and spin) ... 218.38 kJ/mol
Maximum force ... 3.16 eV/Å
DFT total energy ... -211.58793 a.u.
Molecular weight ... 70.1 g/mol
Multiplicity ... 1

```
13
Properties=species:S:1:pos:R:3:forces:R:3
C -0.25163 0.09057 0.21748 -1.030 0.282 -1.146
C 0.46032 -0.59636 1.47144 0.776 -0.051 0.736
C 0.97788 0.71609 1.60687 -0.117 -0.963 -0.771
C -0.71489 -0.19509 -2.08920 -0.773 0.195 -1.130
N 0.06322 -0.32247 -0.94733 1.680 0.217 2.664
H -1.16454 0.63750 0.45919 -0.012 -0.092 -0.061
H -0.30988 -0.93961 2.15718 -0.096 0.145 -0.120
H 1.13780 -1.37567 1.13442 -0.068 0.160 -0.041
H 1.94598 0.97135 1.19419 -0.013 -0.023 -0.135
H 0.42736 1.49945 2.10838 -0.182 0.051 -0.046
H -0.63579 -1.13166 -2.65030 -0.185 0.077 0.055
H -0.18299 0.52784 -2.72322 -0.085 0.021 -0.014
H -1.75284 0.11807 -1.93910 0.106 -0.018 0.008
```
Positions in Å, forces in eV/Å.

Now the Löwdin charges, all in e:
1 C -0.137
2 C -0.084
3 C 0.199
4 C -0.075
5 N 0.067
6 H 0.147
7 H 0.142
8 H 0.139
9 H 0.128
10 H 0.126
11 H 0.115
12 H 0.128
13 H 0.104

8.
Molecular formula: C4H8N
Method: DFT, the ωB97M-V functional and the def2-TZVPD basis

## Properties
Lowest unoccupied orbital energy ... -3.71 eV
Frontier orbital gap ... 11.79 eV
Net charge ... +1
Highest occupied orbital energy ... -15.50 eV
Energy relative to the best compared isomer or geometry (same formula, charge and spin) ... 234.52 kJ/mol
Maximum force ... 3.99 eV/Å
DFT total energy ... -211.58178 a.u.
Molecular weight ... 70.1 g/mol
Multiplicity ... 1

```
13
Properties=species:S:1:pos:R:3:forces:R:3
C -1.69923 0.43129 -0.67912 -1.777 3.120 -1.742
C -0.80442 -0.40711 0.00606 1.579 -1.472 1.415
C -0.34803 -1.16283 0.95504 -1.340 2.139 -1.763
N 0.68189 -0.63963 0.03725 0.691 -1.301 -1.129
C 1.69608 0.38712 0.23368 1.403 2.879 2.222
H -2.64731 0.53731 -0.18924 -0.478 -0.516 0.657
H -1.96396 0.35687 -1.72436 0.254 -1.681 -0.527
H -1.46948 1.50737 -0.85248 1.062 -0.388 1.145
H -0.53861 -1.69853 1.83558 0.497 -0.679 1.030
H 1.11391 -1.37232 -0.54968 -0.856 0.400 -0.068
H 2.58895 0.09365 -0.35945 -0.579 0.164 0.634
H 1.43620 1.48261 -0.08799 -0.145 -2.303 0.358
H 1.95400 0.48420 1.37469 -0.311 -0.361 -2.232
```
Positions in Å, forces in eV/Å.

Now the Löwdin charges, all in e:
1 C -0.005
2 C -0.119
3 C 0.164
4 N -0.056
5 C -0.022
6 H 0.105
7 H 0.108
8 H 0.127
9 H 0.130
10 H 0.185
11 H 0.106
12 H 0.136
13 H 0.141